{
  "formula": "C64H176N16O16",
  "method": "ωB97M-V/def2-TZVPD",
  "species": ["C", "C", "H", "H", "H", "H", "H", "H", "C", "H", "H", "H", "O", "H", "N", "N", "H", "H", "H", "H", "H", "C", "H", "C", "O", "C", "H", "N", "H", "H", "C", "C", "H", "O", "H", "H", "H", "C", "H", "C", "H", "N", "H", "H", "C", "H", "H", "O", "H", "H", "H", "O", "H", "H", "H", "H", "C", "C", "O", "C", "C", "O", "H", "H", "H", "H", "H", "H", "H", "H", "H", "C", "C", "H", "H", "H", "H", "H", "H", "H", "C", "H", "H", "H", "H", "H", "N", "H", "H", "C", "H", "H", "C", "H", "C", "C", "H", "N", "H", "N", "H", "H", "H", "C", "H", "C", "H", "H", "H", "H", "H", "H", "H", "H", "H", "H", "C", "O", "C", "C", "H", "H", "H", "C", "H", "C", "C", "H", "H", "H", "H", "C", "H", "H", "H", "H", "C", "H", "O", "H", "H", "O", "H", "H", "H", "H", "C", "H", "H", "C", "H", "C", "H", "N", "C", "H", "H", "H", "H", "N", "N", "H", "H", "C", "C", "H", "C", "H", "C", "O", "C", "O", "H", "H", "H", "H", "H", "H", "H", "C", "C", "C", "C", "N", "C", "H", "H", "C", "C", "H", "H", "H", "H", "H", "H", "H", "H", "C", "H", "H", "H", "C", "H", "O", "H", "H", "H", "N", "N", "H", "H", "C", "C", "C", "H", "H", "H", "H", "C", "C", "H", "H", "H", "C", "H", "H", "C", "H", "H", "H", "C", "O", "H", "H", "H", "C", "H", "N", "H", "H", "H", "H", "H", "H", "H", "H", "H", "H", "N", "H", "H", "H", "H", "H", "H", "H", "C", "H", "O", "H", "H", "C", "O", "C", "C", "N", "H", "H", "H", "C", "H", "H"],
  "coordinates": [[2.29347, -6.20141, -0.94689], [6.79841, 1.48601, 4.74207], [-8.94196, -1.66648, 4.61585], [-9.75252, 6.52056, 1.48719], [-0.18846, 3.36382, 11.11109], [-3.89819, 0.30879, -5.00714], [-6.58705, -8.47523, 3.38664], [-11.37971, 0.17461, 2.97526], [-10.33718, -0.02663, 4.69891], [8.97772, 4.73116, 6.24418], [9.73959, 2.95405, -3.09200], [6.32462, 0.72673, -12.74842], [0.03522, 3.34167, 13.17940], [-5.80454, 0.22473, 11.66742], [-11.16029, 0.75029, 3.77561], [4.33925, 6.92280, -8.94312], [-5.10166, -9.46643, 6.54683], [-1.76035, -3.49631, -9.63419], [6.41956, 2.13364, -13.87054], [-4.70844, -7.17797, 4.88548], [-0.40964, -1.25282, -0.98811], [-5.18549, 4.63399, 1.22580], [2.62967, 6.35262, -0.51926], [7.92702, 2.37792, 5.29704], [1.42831, 6.61259, 3.40833], [3.54474, 6.14338, -6.76365], [2.38423, 2.26594, 10.05063], [0.17914, 0.69108, 12.06422], [1.35005, 10.19118, -6.95492], [-1.18149, -3.56378, -8.00490], [-2.42170, 2.37805, -6.57897], [4.57217, 1.77081, -12.53740], [-12.10602, -1.41957, 5.05016], [1.62832, -7.18378, -0.19236], [9.65504, 4.54233, 4.61507], [-6.50247, -10.31264, -3.07005], [4.80606, -1.57867, -9.61096], [-3.70549, 2.31385, -5.77243], [7.68864, 0.78880, 3.13271], [8.76064, 3.41774, -2.97052], [4.51779, 6.79839, 2.41863], [3.99372, 3.08708, -12.81996], [1.90064, 8.30190, -8.83635], [2.63043, 5.24463, 2.38139], [2.35428, 8.04214, -7.87987], [5.05755, 6.24737, -8.72416], [4.14363, 6.87361, -6.21942], [-8.36625, -0.25341, 3.25033], [-5.45913, 1.09717, 10.52023], [-7.65486, 0.61490, -5.05005], [-8.02288, -4.78877, 9.79059], [-1.89676, -5.30805, -9.00455], [-8.49144, -3.73729, 11.12268], [0.44684, -0.58936, 2.83955], [1.50428, -5.54177, -1.30765], [-5.57618, -9.46199, -1.75884], [6.82416, -0.01191, 5.16114], [11.13125, -2.43620, 1.67929], [-6.83833, -8.25747, -2.95400], [1.94194, 0.73485, -1.76015], [9.48320, 5.29809, -1.73424], [3.11184, 9.13057, -7.32637], [-5.51444, -1.81797, 8.14588], [-3.07426, 3.56590, -4.24743], [6.87448, -0.26375, 6.22046], [-5.09983, -6.38530, -1.63403], [-3.80861, -6.49906, -4.91534], [-6.31445, -10.33575, 5.86249], [-4.68366, 5.48863, 1.67952], [10.96865, -3.41831, 2.12327], [4.20883, 5.28202, -6.83531], [3.14575, 6.75298, -8.13086], [2.85359, 7.23129, 1.42292], [8.97849, 7.33871, -2.27363], [-6.40706, -0.60054, -4.87639], [1.89269, 1.67936, 12.50510], [5.80197, 1.87499, 4.95161], [-0.88685, -5.99902, -10.69030], [-4.32621, 0.62931, -6.76423], [8.27133, 2.98101, -2.09992], [-7.30830, -8.37921, 4.19823], [2.74156, -8.00654, -3.74832], [-0.87773, -1.71837, 2.54881], [0.39071, 4.72962, 3.53354], [3.85810, 7.58158, -0.44888], [4.36337, -4.99293, -2.57386], [-5.21480, 0.17398, 10.84905], [-2.62654, -7.07458, -4.02097], [-4.49915, -6.73938, -10.68206], [11.84206, -1.56169, 2.70844], [-8.41319, 3.59387, -0.25586], [-9.78231, 0.58281, 5.41222], [-9.38841, -0.93479, 3.94249], [-1.45373, 4.59567, 14.10694], [4.75255, -0.49260, -9.53552], [4.32326, 1.37122, -11.03904], [-9.43395, 5.00121, -0.50171], [-3.50861, -7.33668, -4.43732], [-5.55555, 3.99525, 2.02778], [-3.33162, 2.59532, -4.35618], [8.49704, 5.73165, 4.85197], [5.71832, -0.02834, -9.33588], [11.20850, -1.57614, 3.59528], [1.69260, 1.47996, 10.35392], [-5.14463, -0.11340, 8.08587], [-0.82304, 4.50165, 13.22293], [-4.10239, -1.24719, 8.96119], [4.07934, 5.90545, 0.24373], [-8.22333, -1.10783, 1.26029], [10.23052, 8.24090, -0.51514], [-11.94119, -0.32288, 6.29848], [-7.40868, -9.74007, -1.75983], [1.58911, 0.24847, 1.04247], [-7.19592, -1.89225, 2.47108], [12.50880, 0.42017, 3.18122], [-2.04795, 3.39901, -6.50129], [6.08719, 1.78050, -12.89437], [-7.06627, -2.94476, 9.85498], [-6.29369, -2.09550, 10.70887], [8.74041, 4.72119, 5.18037], [-7.17730, -8.30945, 6.42095], [3.33064, 1.69617, -10.72726], [2.21139, 0.52497, 10.27063], [0.58332, 3.16436, 11.85451], [-1.68651, 4.43156, 12.56142], [-6.50510, -9.51554, -2.32659], [2.32905, 10.29535, -7.42270], [4.15967, -6.10159, -3.94043], [-4.22887, 2.49465, -3.90350], [-9.71844, -6.14683, 4.39148], [-7.62992, 6.64739, 0.41543], [0.78646, 0.05348, 0.33125], [1.36049, 3.91382, 11.70486], [-7.01488, -4.62209, 11.20253], [2.68564, 5.80486, -6.18446], [1.71920, -8.02735, -2.38202], [-5.13707, -0.98548, 8.73972], [11.86135, 6.63508, -2.25547], [4.60366, -0.04915, -10.91217], [2.97662, -5.67592, -0.27961], [-6.22859, -6.97147, -4.43495], [-8.13005, -7.30462, 3.89128], [-4.38827, -8.31964, -9.91596], [-6.81919, 0.10992, -6.47631], [-5.06814, -6.93189, 6.58009], [11.15385, 8.08866, -2.97489], [2.02606, 6.14037, 2.23826], [-6.87325, -0.28711, 1.94250], [-7.11840, -1.73913, 11.32609], [-7.69125, -0.95990, 2.20003], [-3.41016, -6.09484, -1.97832], [-9.15878, -6.99356, 4.78890], [-9.16597, 6.16478, 2.91679], [0.01384, -0.71635, -1.73173], [-8.53297, 4.97759, 1.44593], [7.87398, 2.47964, 6.38098], [2.66638, 1.23118, -1.11443], [1.42932, 5.19179, 4.91593], [-1.65104, 1.72761, -6.16531], [-1.78526, -8.29369, -9.38217], [10.05798, 7.24640, -0.47906], [-0.78610, -8.15760, -9.32524], [-0.05297, 6.04756, 4.60737], [0.78904, 5.56118, 4.11487], [-4.38582, -6.23476, -2.44374], [-9.76516, -7.89669, 4.71996], [-6.67420, 0.30896, -5.41449], [13.54773, -1.43367, 3.64639], [-6.48899, -8.30199, 5.57580], [8.78216, 4.83379, -2.83467], [9.80734, 6.79493, -1.82041], [-6.21499, 5.16493, 0.35354], [11.25876, 0.40066, 1.85968], [3.89496, -0.18185, -8.93880], [5.00558, 1.82183, -10.31828], [-1.13480, 0.05932, 2.45329], [1.09710, -7.50819, 1.66886], [-0.11355, -4.18043, -9.27204], [1.88996, -1.28515, -1.05668], [0.98689, -6.64317, 1.01488], [-2.45522, -7.39338, -10.30740], [12.10259, -0.11222, 2.32119], [-5.52446, -7.08489, 5.60210], [6.93550, 1.43870, 3.30739], [-7.64865, -4.06385, 10.51346], [-5.80232, -8.62820, -4.65426], [1.25098, 1.53806, -2.01613], [-9.11219, 4.26856, 0.23841], [-3.94988, -7.32204, -9.94252], [13.03670, -2.95785, 3.61184], [-4.42695, 4.13759, 0.62058], [-4.54931, -5.35041, -3.05961], [-10.68197, 1.56690, 3.42284], [-0.53925, 0.12874, -1.72981], [2.12957, 10.64906, -8.43424], [-0.61125, 0.75472, 11.43865], [0.13215, 0.92504, 0.34982], [3.41592, 6.76079, 0.11581], [4.32406, 3.59868, -12.01421], [-10.09647, -1.44573, 3.29005], [-0.10171, 0.89025, 13.01372], [1.23721, -0.41338, -1.10193], [2.39641, 0.48370, -2.71852], [-5.72578, 1.26936, -5.22759], [-5.43804, -2.56397, 11.19518], [8.87858, 5.06670, -0.85732], [10.45952, 4.82738, -1.61880], [3.89987, 7.58840, 2.29963], [-5.71395, -9.53201, 5.74627], [0.90607, 1.47384, 9.59930], [10.86366, 6.57120, -3.65651], [-1.15324, -4.09577, -8.95584], [-4.43467, -7.54396, -3.34885], [-4.42889, 0.93610, -5.72334], [-6.92216, -0.28346, 9.70307], [3.94157, -7.39280, -1.92019], [8.62383, -3.58065, 1.44932], [4.12586, 1.01425, -13.18278], [10.95288, 7.05731, -2.68500], [-5.97457, -0.73159, 10.00199], [-4.05962, -8.43163, -2.83945], [6.71132, 2.26887, -12.14599], [1.23188, 5.75485, 1.59891], [1.13115, 1.78244, 11.73210], [-2.53447, 2.20728, -7.64959], [2.88008, 11.02315, -6.82707], [-1.89090, -6.00040, -10.26605], [8.03730, -2.32498, 0.36161], [2.23254, 8.10405, 1.22122], [-8.22661, 4.13904, 2.07129], [3.12502, -6.72951, -2.20549], [9.87628, -1.82639, 1.28423], [4.72697, 7.80735, -8.64756], [-0.05175, -6.51223, 0.71127], [-4.38198, 3.11924, -6.05845], [-5.84282, -7.84049, -3.90195], [-6.00065, -6.14640, 5.31822], [2.23342, -7.47669, -3.05467], [-9.90217, 3.55733, 0.47966], [-6.85481, 6.31137, 1.96297], [7.69498, -0.45879, 4.68149], [8.11277, 3.11620, -3.79358], [11.72106, -2.74616, 0.81665], [-4.16646, -6.96075, -8.93720], [12.86067, -0.02957, 1.54235], [9.48463, -3.32089, -0.03757], [3.58609, 7.75341, 3.24536], [1.53746, 7.82373, -7.19197], [13.10203, -2.11894, 3.05322], [-2.06589, -7.98003, -8.46404], [2.86677, -4.94660, -3.49317], [8.92140, 2.06735, 4.97631], [-0.41192, 5.49710, 13.05506], [-10.80767, -1.64511, 6.19510], [-2.39882, -5.38396, -11.00776], [-8.89169, -6.90710, 5.84213], [8.93561, -2.80481, 0.75005], [-2.17827, -7.63866, -11.33270], [7.79896, 3.72653, 4.83501], [9.25667, 7.08861, 0.11517], [2.47865, 6.08199, -8.67202], [-0.45014, -0.76286, 2.24506], [-0.04530, -0.93888, 0.87891], [3.64542, -5.60910, -3.11514], [-7.30327, 5.85011, 1.08307], [-9.61043, 5.74184, 2.11449], [1.47847, -5.76476, 1.43303], [3.00049, 2.99657, -12.66056], [-7.86653, -9.31541, 4.20264], [-11.32700, -0.89287, 5.60135], [5.89458, -0.47506, 4.83027], [7.28500, 2.34644, 3.03545]],
  "forces_ev_per_a": [[0.7, 0.1, -1.0], [0.4, -0.6, 0.2], [0.1, -0.2, 0.1], [-0.6, 0.4, -0.1], [-0.3, -0.1, -0.2], [0.0, -0.4, -0.2], [0.1, 0.2, 0.0], [-0.1, 0.0, -0.1], [-1.2, -0.7, 1.0], [-0.1, 0.0, 0.2], [0.2, 0.2, 0.0], [0.5, -0.1, -0.4], [-0.7, 1.4, -0.4], [0.3, -0.2, 1.1], [0.1, 0.5, 0.4], [-0.1, 1.1, -0.4], [0.0, 0.0, 0.1], [0.8, 0.9, -0.4], [-0.6, -0.1, -0.1], [0.0, -0.5, -0.1], [-0.9, -0.7, -0.5], [-0.5, 1.2, -0.5], [-0.3, 0.1, -0.1], [0.1, 1.2, 1.1], [0.4, -0.2, -0.1], [0.0, -0.1, -0.2], [0.2, 0.0, -0.1], [0.7, 0.8, 0.0], [-0.2, -0.3, 0.2], [-0.2, -0.8, 0.3], [0.0, 0.2, -0.2], [1.0, 0.4, 0.1], [0.3, -0.1, -0.6], [0.5, -0.1, 0.5], [0.5, -0.3, 0.2], [0.6, -0.1, -0.3], [0.1, 0.1, 0.3], [0.9, -0.2, 1.5], [0.2, -0.1, -0.5], [-0.6, 0.2, 0.5], [0.3, -0.2, -0.3], [0.1, -0.6, 0.5], [0.0, 0.5, -0.2], [0.7, 0.1, 0.5], [0.4, -0.3, -0.4], [-0.2, -0.3, 0.1], [-0.3, 0.2, 0.2], [-0.2, -0.2, -0.6], [0.6, 0.5, -0.7], [0.2, 0.4, 0.2], [0.1, 0.3, -0.3], [0.3, -1.5, 0.8], [-0.3, 0.2, 0.1], [0.1, 0.0, 0.2], [0.2, 0.6, -0.4], [-0.2, -0.2, 0.2], [0.1, 0.7, 0.5], [-0.9, 0.0, -0.3], [1.1, 0.1, 0.2], [0.3, 0.9, -0.6], [0.3, 0.3, 0.5], [-0.6, -1.1, -1.1], [-0.3, 0.0, 0.1], [0.1, 0.2, 0.0], [0.2, 0.5, 0.2], [-0.2, 0.6, 0.0], [0.0, 0.2, -0.4], [0.0, 0.0, 0.1], [0.1, 0.1, 0.3], [-0.5, -0.1, 0.6], [-0.1, -0.2, -0.5], [0.6, -0.8, 1.6], [-1.6, -1.2, 1.6], [-0.6, -0.2, 0.0], [0.0, -0.4, -0.1], [0.4, 0.1, -0.1], [0.2, 0.4, 0.4], [0.6, -0.3, 0.4], [-0.9, -0.9, 0.0], [0.1, -0.1, 0.4], [1.2, -0.5, 1.4], [-0.2, -0.4, 0.2], [-0.2, 0.2, 0.0], [0.3, 0.1, -0.5], [0.3, -0.1, 0.3], [0.2, 0.1, -0.1], [-1.0, 0.1, 0.9], [0.3, -0.1, -0.1], [0.0, 0.1, 0.1], [-1.1, 0.4, -0.4], [0.6, 0.4, 0.0], [0.0, 0.5, -0.3], [-0.2, -0.6, 0.2], [1.0, -0.6, 1.0], [0.3, 0.7, -2.3], [1.3, -1.5, -0.7], [-0.3, -0.1, -0.1], [0.1, -0.2, -0.8], [-0.2, -0.2, -0.2], [-0.4, -0.3, -0.3], [-1.0, -0.3, 0.1], [-0.1, -0.3, 1.4], [-0.6, 0.3, 0.0], [0.3, 0.7, -0.3], [0.1, 0.1, 0.0], [-1.2, -0.4, 0.0], [0.0, 0.2, 0.3], [0.5, 0.2, 0.1], [-0.7, 0.0, 0.3], [0.1, 0.1, 0.3], [0.5, 0.6, 0.0], [0.4, 0.1, 0.7], [0.5, 0.0, -0.1], [-0.4, -0.2, 0.5], [-0.3, 0.2, 0.1], [0.2, 0.1, 0.1], [-0.3, -1.1, 1.2], [1.2, -0.9, -0.7], [-2.2, 1.7, -0.5], [1.0, -1.0, -0.3], [-0.4, 0.9, -0.1], [-0.5, -0.5, -0.1], [-0.1, 0.0, 0.4], [-0.6, 0.8, 0.6], [0.3, -0.4, -1.1], [-1.3, 0.8, -0.8], [0.3, 0.6, 0.9], [0.0, 0.2, -0.1], [-0.1, 0.1, 0.7], [0.2, 0.0, 0.2], [0.0, 0.1, -0.1], [0.5, -0.2, 0.8], [0.3, 0.1, -0.1], [0.6, 0.2, -0.1], [-0.1, 0.3, 0.2], [-0.3, -0.9, -0.7], [-0.3, -0.2, -0.4], [0.2, 0.1, 0.2], [-1.5, 0.5, -0.1], [0.2, 0.4, -0.1], [-0.1, 0.2, 0.3], [1.1, 1.4, -0.3], [0.1, -0.2, -0.3], [0.1, -0.4, -0.2], [-0.1, -0.1, 0.1], [-0.2, 0.3, 0.5], [-0.5, 0.0, -2.8], [0.1, 0.0, 0.0], [0.6, -0.2, 1.7], [0.7, 1.0, 0.2], [0.2, -0.3, -0.1], [-0.6, -1.6, -0.4], [-0.2, 0.2, 0.5], [-1.0, -1.1, -1.0], [0.2, -1.1, -0.3], [0.2, -0.6, 0.4], [0.3, -0.3, 0.0], [0.2, -0.3, -0.1], [-0.1, -0.1, 0.0], [-0.2, -0.3, 0.5], [0.4, 0.3, 0.6], [0.3, 0.1, -0.6], [-0.2, -0.2, 0.1], [-0.4, 1.0, 1.0], [-0.4, -1.9, 0.0], [-1.0, 0.1, 0.5], [-1.1, -1.3, -0.2], [0.5, -0.1, 0.1], [0.0, 0.3, -0.8], [0.0, -0.5, -1.6], [-1.9, -0.3, 0.0], [-0.7, -0.3, 1.2], [-0.3, 0.0, 0.6], [0.3, 0.1, 0.3], [0.4, 0.8, -0.3], [-0.2, 0.1, -0.5], [-0.4, 0.4, 0.5], [0.0, -0.2, -0.2], [-0.1, -0.1, 0.2], [0.5, -1.8, -1.6], [0.1, 1.1, 1.4], [0.0, 0.1, -0.9], [-0.5, -0.1, -0.1], [0.0, 0.2, -0.7], [-0.3, 0.3, 0.2], [0.5, -0.2, -0.2], [-0.4, 0.0, 0.1], [0.2, -0.3, -0.7], [-0.1, -1.0, -0.7], [-0.2, -0.2, 0.0], [-0.4, -0.2, -0.1], [-0.5, -0.1, 0.1], [0.2, 0.0, 0.0], [-0.2, 0.3, -0.4], [0.4, -0.1, -0.3], [-0.4, 0.0, 0.1], [0.4, 0.8, -0.9], [-0.7, -0.8, -0.6], [0.0, 1.0, 0.0], [0.3, -0.5, -0.6], [-0.6, -0.2, 0.1], [0.3, 1.9, 2.0], [0.2, -0.3, 0.1], [1.1, 0.9, -0.2], [-0.1, -0.1, 0.0], [0.1, 0.2, 0.5], [0.1, -0.5, 0.0], [2.1, 1.1, 1.0], [0.3, -0.1, -0.9], [-0.2, 0.0, 0.0], [-0.4, -0.3, 0.0], [-1.3, 0.1, -1.3], [-0.1, 1.4, 0.7], [0.6, 2.6, -0.2], [-0.3, -0.2, 0.0], [0.4, 0.3, 0.7], [0.1, 0.2, 0.5], [-0.3, 0.0, 0.1], [2.1, -0.3, -1.6], [1.2, -1.9, -1.9], [-0.1, 0.1, 0.4], [-0.2, 0.4, 0.2], [-0.5, 0.0, -0.4], [0.1, -1.9, 0.1], [-0.2, -0.3, 0.0], [-0.1, 0.3, -0.3], [0.9, 2.2, -0.1], [0.3, 0.3, 0.0], [-0.3, 0.0, 0.2], [0.2, 0.3, 0.6], [-0.9, 0.9, 0.1], [-0.3, -1.1, 0.4], [0.3, 0.3, -0.2], [-0.1, 0.5, 0.6], [-0.4, -0.4, -0.7], [-0.2, -0.5, 0.1], [-0.4, -0.1, 0.2], [-1.1, 0.0, 0.6], [-0.4, 0.6, 0.4], [-0.1, 0.1, 0.3], [-0.1, -0.3, 0.0], [0.2, 0.5, -0.3], [0.4, 0.8, -0.4], [0.5, 0.5, -0.1], [0.3, -0.4, 0.0], [-0.3, -0.1, -0.4], [-0.4, 0.3, 0.0], [-0.2, -0.2, 0.1], [1.5, -0.5, 0.2], [-0.3, -0.2, 0.4], [-0.2, -0.3, 0.0], [0.1, -0.7, 0.1], [0.8, -0.3, -0.1], [0.2, 0.0, 0.0], [-0.6, 0.2, -0.1], [0.4, 0.5, -0.1], [1.4, 0.4, -0.1], [-0.8, -0.7, -0.2], [-1.6, 0.7, -1.0], [-0.1, 0.1, 0.0], [-0.3, -0.1, 0.1], [1.0, -0.5, -0.6], [-0.7, -1.0, 0.9], [0.6, 0.1, 1.2], [0.9, -0.9, -0.7], [1.3, -0.2, -0.4], [-0.1, 0.0, -0.2], [-0.4, 0.2, -0.1], [-0.4, -0.3, 0.2], [0.4, 0.0, -0.4], [0.2, 0.0, -0.4], [-0.1, 0.2, -0.5]],
  "mulliken_charge": [-0.715, 0.338, 0.359, 0.301, 0.369, 0.354, 0.302, 0.285, 0.361, 0.285, 0.312, 0.341, -0.315, 0.262, -0.652, -0.682, 0.235, 0.319, 0.346, 0.359, 0.432, -0.682, 0.347, -0.631, -0.355, -1.354, 0.368, -0.684, 0.314, 0.241, -1.488, 0.353, 0.327, -0.381, 0.308, 0.308, 0.223, 0.557, 0.191, -0.764, 0.243, -0.729, 0.385, 0.355, -0.761, 0.258, 0.314, -0.253, 0.270, 0.248, 0.226, -0.251, 0.322, 0.318, 0.325, 0.267, -1.067, -0.887, -0.361, -1.440, -0.642, -0.319, 0.336, 0.215, 0.353, 0.303, 0.273, 0.226, 0.303, 0.339, 0.366, 0.432, 0.477, 0.231, 0.288, 0.310, 0.254, 0.427, 0.373, 0.314, -0.792, 0.212, 0.242, 0.319, 0.337, 0.338, -0.689, 0.254, 0.359, 0.842, 0.337, 0.343, -0.707, 0.337, -0.725, -0.569, 0.326, -0.643, 0.274, -0.719, 0.251, 0.353, 0.125, -1.427, 0.355, -0.865, 0.299, 0.332, 0.317, 0.256, 0.368, 0.258, 0.470, 0.301, 0.381, 0.364, -1.351, -0.238, -0.708, -0.766, 0.247, 0.320, 0.347, -0.660, 0.336, -0.679, -0.763, 0.368, 0.271, 0.245, 0.328, -0.765, 0.324, 0.300, 0.362, 0.251, -1.404, 0.378, -0.352, 0.406, 0.344, -0.267, 0.405, 0.299, 0.376, 0.387, -0.712, 0.259, 0.367, -0.773, 0.386, -0.710, 0.291, -0.783, 0.568, 0.381, 0.345, 0.283, 0.304, -0.748, -0.738, 0.285, 0.254, -0.737, -1.227, 0.331, -0.762, 0.247, 0.635, -0.304, 0.739, -0.333, 0.329, 0.279, 0.326, 0.295, 0.242, 0.289, 0.276, -0.678, 0.434, -1.515, -1.369, -0.672, -0.778, 0.398, 0.318, -1.366, -1.328, 0.253, 0.245, 0.343, 0.240, 0.266, 0.312, 0.240, 0.348, -1.419, 0.280, 0.293, 0.309, 0.433, 0.341, -0.260, 0.351, 0.337, 0.280, -0.730, -0.725, 0.333, 0.312, -0.772, 0.363, -0.723, 0.292, 0.300, 0.327, 0.323, -1.577, 0.440, 0.205, 0.300, 0.398, 0.358, 0.386, 0.256, -0.937, 0.239, 0.301, 0.227, 0.506, -0.248, 0.288, 0.239, 0.298, -0.792, 0.312, -0.700, 0.319, 0.406, 0.155, 0.250, 0.423, 0.281, 0.379, 0.316, 0.309, 0.377, -0.743, 0.286, 0.331, 0.270, 0.317, 0.352, 0.419, 0.258, -0.810, 0.289, -0.259, 0.229, 0.216, -0.786, -0.315, -1.365, -0.822, -0.723, 0.324, 0.285, 0.337, -1.418, 0.320, 0.292],
  "orbital_gap_ev": 9.00,
  "e_lumo_ev": 0.032,
  "de_lowest_ev": 8.789
}